This record from OMol25 describes C24H48O9S as an isolated structure in a non-equilibrium geometry. The level of theory is ωB97M-V/def2-TZVPD.

The geometry in XYZ format:
```
82
Properties=species:S:1:pos:R:3:forces:R:3:lowdin_charge:R:1
C 2.42802 -2.60726 3.08217 -0.09 -0.23 -0.04 0.06
C 1.20954 -2.99249 2.73168 -0.29 0.05 -0.20 -0.10
C 0.14023 -1.98349 2.30057 1.11 0.04 -0.07 -0.34
C -0.21570 -1.10867 3.51261 -0.09 0.80 -0.41 -0.06
C 0.03994 0.41209 3.38100 -0.32 -0.06 0.68 -0.14
C 1.20816 0.94306 4.23037 -0.01 -0.57 -0.48 -0.06
C 2.38360 1.47347 3.44353 -0.36 -0.42 0.30 -0.52
O 3.23221 2.14465 3.94123 0.71 0.83 0.32 0.13
O 2.38802 1.10562 2.16046 -0.49 0.25 -0.51 -0.03
C 2.89702 2.08321 1.22517 0.23 -0.31 -0.25 -0.20
C 2.09403 1.98589 -0.05053 0.08 0.37 0.08 -0.06
O 0.73340 -1.26896 1.11500 -0.55 -0.41 0.54 -0.15
S 0.64836 -2.30856 -0.06199 -0.28 -0.31 -3.31 0.59
O 1.77743 -3.13669 -0.30135 0.30 -0.07 1.33 -0.21
O 0.20625 -1.63600 -1.24582 -0.30 0.59 0.62 -0.25
O -0.56494 -3.24653 0.46838 0.28 1.16 0.56 -0.10
C -1.06928 -2.67417 1.68664 -0.31 -1.41 1.06 -0.33
O -2.27083 -1.99908 1.61092 0.59 0.40 -0.59 -0.03
C -2.70548 -1.41039 0.36279 -0.47 0.18 -0.06 -0.12
C -3.24976 -0.00364 0.53565 0.09 -0.38 0.29 -0.32
C -2.13940 1.02115 0.83000 -0.34 0.15 -0.51 -0.02
C -4.44922 0.06705 1.49511 0.14 1.20 0.13 -0.36
C -4.07901 -0.07424 2.98185 -0.78 -0.35 -0.16 -0.06
C -5.12665 1.44602 1.29268 0.36 -0.12 -0.40 -0.07
H 2.83854 -1.65526 2.76631 -0.23 0.36 0.56 0.08
H 3.04772 -3.25436 3.68645 0.37 -0.28 -0.59 0.07
H 0.93892 -4.04136 2.67881 -0.20 -0.04 0.76 0.13
H 0.32999 -1.47319 4.37435 0.11 -0.13 -0.02 0.11
H -1.26890 -1.25749 3.74612 -0.10 -0.08 -0.24 0.12
H 0.15829 0.70931 2.34967 0.08 -0.03 -0.10 0.08
H -0.86265 0.90454 3.74060 -0.06 0.07 -0.08 0.10
H 1.61355 0.15602 4.86873 -0.01 -0.01 0.11 0.12
H 0.88896 1.73850 4.89756 0.08 0.12 0.01 0.13
H 2.78721 3.08016 1.64511 0.13 0.00 0.21 0.13
H 3.95320 1.88268 1.05680 0.08 0.08 0.02 0.12
H 1.06206 2.28120 0.13650 -0.12 -0.20 -0.02 0.08
H 2.13226 1.00277 -0.50955 -0.06 -0.12 0.03 0.07
H 2.50287 2.71578 -0.75031 0.04 -0.06 -0.13 0.09
H -1.26728 -3.50318 2.37666 -0.06 -0.20 -0.27 0.18
H -3.51643 -2.04447 -0.00282 0.03 -0.13 -0.03 0.13
H -1.93135 -1.38135 -0.39623 0.28 -0.20 0.08 0.10
H -3.63054 0.24983 -0.45130 -0.14 -0.12 -0.15 0.10
H -1.16268 0.54826 0.80207 0.11 0.01 0.20 0.06
H -2.13190 1.77049 0.03710 0.03 0.05 -0.02 0.09
H -2.29281 1.56838 1.75578 0.18 -0.11 0.18 0.07
H -5.18759 -0.68441 1.21339 0.14 -0.25 -0.01 0.13
H -3.10119 0.34100 3.20762 0.13 -0.09 0.00 0.05
H -4.14555 -1.11272 3.29968 0.34 -0.05 0.09 0.07
H -4.81022 0.47740 3.57414 0.00 0.01 0.11 0.08
H -6.20654 1.39266 1.40950 -0.04 0.07 0.26 0.08
H -4.70609 2.18764 1.97119 -0.13 0.04 0.15 0.08
H -4.92672 1.81899 0.28637 -0.16 -0.02 -0.10 0.07
C 4.93265 -1.33156 -1.75394 0.12 -0.05 -0.12 -0.06
C 4.97802 0.16508 -1.51256 -0.10 -0.04 -0.05 -0.28
O 6.28177 0.68883 -1.33380 0.02 0.06 0.10 -0.16
C 7.16155 0.53277 -2.43080 0.09 0.00 -0.09 -0.28
C 6.69408 1.22681 -3.69961 -0.15 -0.04 0.03 -0.08
H 5.48746 -1.86068 -0.97808 -0.04 0.00 0.04 0.09
H 3.90094 -1.68541 -1.74885 0.00 0.01 0.03 0.07
H 5.37009 -1.59904 -2.71733 -0.04 -0.01 -0.02 0.07
H 4.44987 0.39446 -0.58926 0.03 0.04 0.08 0.09
H 4.45690 0.70013 -2.31573 0.00 -0.02 -0.02 0.11
H 7.35292 -0.52922 -2.62245 -0.03 0.00 -0.03 0.11
H 8.10651 0.96846 -2.10558 -0.02 0.01 0.07 0.12
H 5.80066 0.75748 -4.11440 0.03 -0.02 -0.03 0.07
H 7.47399 1.18395 -4.46024 0.02 0.01 0.01 0.08
H 6.45667 2.27197 -3.49633 0.06 0.02 0.00 0.08
C -4.67854 1.85673 -4.75219 -0.02 -0.15 0.00 -0.08
C -3.59881 1.77387 -3.68666 0.03 0.11 -0.08 -0.28
O -3.84048 0.78593 -2.70064 -0.03 0.03 0.11 -0.18
C -3.91366 -0.55006 -3.16965 0.02 -0.13 -0.07 -0.27
C -2.63773 -1.04337 -3.82948 0.06 0.17 -0.02 -0.06
H -5.66206 1.95810 -4.29159 0.00 0.05 0.01 0.08
H -4.50199 2.71731 -5.39772 0.01 0.02 0.01 0.08
H -4.69594 0.96751 -5.38401 0.02 0.02 -0.03 0.07
H -3.55236 2.71779 -3.14251 -0.01 -0.04 0.07 0.12
H -2.61485 1.62562 -4.14515 -0.02 -0.03 -0.02 0.11
H -4.77004 -0.67338 -3.84193 0.01 0.02 -0.02 0.11
H -4.12198 -1.15429 -2.28530 -0.02 0.05 0.04 0.10
H -2.44522 -0.53058 -4.77325 -0.02 -0.04 -0.03 0.07
H -2.71330 -2.11001 -4.04123 0.00 -0.01 0.02 0.08
H -1.77815 -0.87506 -3.17814 -0.01 -0.07 0.03 0.07
```
Forces are in eV/Å.

Kohn-Sham gap   10.1 eV
HOMO   -9.6 eV
Strongest force on any atom   0.0649 Eh/bohr
Energy relative to the best compared isomer or geometry (same formula, charge and spin)   0.0 kJ/mol
2S+1   1